{
  "formula": "C3H4OSi",
  "method": "wB97M-V/def2-TZVPD",
  "e_above_lowest_kcal_mol": 55.78,
  "lumo_ev": -0.32,
  "smiles": "C#CC(=O)[SiH3]",
  "e_tot_ha": -481.283895,
  "gap_ev": 9.16,
  "species": ["C", "C", "C", "O", "Si", "H", "H", "H", "H"],
  "positions_angstrom": [[-1.96094, -1.21783, 0.05828], [-1.34631, -0.21890, 0.01497], [-0.30519, 0.71037, 0.02473], [-0.44083, 2.00818, -0.19650], [1.61483, 0.30471, 0.00555], [-2.78769, -1.91720, 0.04548], [1.78246, 1.30373, 1.07434], [1.64762, -1.09850, 0.39333], [1.79604, 0.12545, -1.42018]],
  "forces_ev_per_a": [[-3.26, -3.05, -0.03], [1.52, 2.09, 0.19], [1.38, 6.19, -1.83], [0.01, -5.38, 1.12], [-2.91, -0.67, 0.77], [0.76, 0.16, 0.06], [1.21, 0.09, -0.40], [0.55, -0.33, 0.65], [0.74, 0.90, -0.53]],
  "mulliken_charge": [0.1803, -0.4603, 0.1900, -0.5232, 0.3894, 0.3960, -0.0329, -0.0924, -0.0469]
}



{
  "formula": "C3H4OSi",
  "method": "wB97M-V/def2-TZVPD",
  "e_above_lowest_kcal_mol": 69.29,
  "spin_multiplicity": 3,
  "lumo_ev": [1.03, -3.26],
  "e_tot_ha": -481.137781,
  "gap_ev": [6.21, 7.73],
  "species": ["C", "C", "C", "O", "Si", "H", "H", "H", "H"],
  "positions_angstrom": [[1.35647, 0.20117, -2.34937], [1.11402, -0.18001, -1.25615], [-3.21163, -0.56965, 2.08557], [-3.26077, 0.39041, 1.50768], [0.69347, -0.11948, 0.49432], [1.60091, 0.53948, -3.31056], [-0.29137, -1.09201, 1.00788], [1.88463, -0.48250, 1.33159], [0.11428, 1.31259, 0.48905]],
  "forces_ev_per_a": [[2.74, 4.17, -11.89], [-2.84, -4.93, 12.38], [0.01, -0.30, 0.18], [-0.02, 0.31, -0.18], [0.37, 0.56, -0.08], [0.10, 0.22, -0.52], [-0.35, 0.10, -0.30], [-0.16, 0.50, -0.24], [0.16, -0.63, 0.65]],
  "mulliken_charge": [-0.0466, -0.4129, 0.0948, -0.0974, 0.3524, 0.4200, -0.1250, -0.1006, -0.0849]
}



{
  "formula": "C3H4P2",
  "method": "wB97M-V/def2-TZVPD",
  "e_above_lowest_kcal_mol": 61.44,
  "lumo_ev": -1.52,
  "smiles": "[H]/P=C1\\C\\C1=P/[H]",
  "e_tot_ha": -799.244873,
  "gap_ev": 7.01,
  "species": ["H", "P", "C", "C", "C", "P", "H", "H", "H"],
  "positions_angstrom": [[-3.21375, -0.04899, 0.02046], [-2.29681, -1.24648, 0.06970], [-0.63688, -0.55828, -0.05956], [0.03172, 0.83747, 0.02208], [0.76493, -0.38296, 0.09793], [2.18001, -1.28566, 0.07225], [2.97889, -0.14635, -0.22842], [0.04772, 1.37856, 0.86673], [0.14416, 1.45270, -0.86117]],
  "forces_ev_per_a": [[1.43, -0.72, -0.08], [2.64, 1.35, -0.34], [-3.60, 0.98, 1.46], [-0.39, -1.12, -3.25], [0.95, -2.82, -0.71], [-0.51, 0.57, -0.31], [0.23, -0.06, 0.39], [-0.57, 1.85, 3.15], [-0.17, -0.03, -0.30]],
  "mulliken_charge": [0.0259, -0.0443, -0.1724, -0.4525, 0.3053, -0.1330, 0.0112, 0.2511, 0.2088]
}



{
  "formula": "C3H4P2",
  "method": "wB97M-V/def2-TZVPD",
  "e_above_lowest_kcal_mol": 56.36,
  "lumo_ev": 0.60,
  "smiles": "P1[C@@H]2[C@H]3PC123",
  "e_tot_ha": -799.252979,
  "gap_ev": 9.45,
  "species": ["P", "C", "C", "P", "C", "H", "H", "H", "H"],
  "positions_angstrom": [[-1.49614, -0.81777, 0.71069], [-0.03990, 0.28378, 0.98367], [0.05978, 0.92777, -0.33430], [1.51194, 0.08750, -1.07525], [0.03557, -0.59746, -0.25315], [-1.04157, -1.91866, 1.48273], [0.63864, 0.35481, 1.81622], [-0.68339, 1.63445, -0.92568], [1.01507, 0.04559, -2.40492]],
  "forces_ev_per_a": [[0.37, 0.10, -0.37], [-0.30, -0.15, -0.30], [-1.40, 1.34, -1.61], [-0.18, -0.30, 0.35], [-0.06, 1.02, 0.38], [-0.01, -0.11, 0.15], [0.21, -0.17, 0.09], [1.38, -1.71, 1.46], [-0.02, 0.00, -0.15]],
  "mulliken_charge": [-0.0549, -0.2105, -0.1982, -0.0577, -0.0500, 0.0156, 0.3029, 0.2356, 0.0172]
}